ORCA calculation (wB97M-V/def2-TZVPD) on a structure of composition H2OSn in a non-equilibrium geometry.

The geometry in XYZ format:
```
4
Properties=species:S:1:pos:R:3:forces:R:3:lowdin_charge:R:1
Sn 0.0038 2.4060 0.0425 -0.2 -1.2 -0.2 1.92
O -0.1298 -0.5467 -0.2804 0.2 2.3 -0.1 -0.07
H 0.7777 -0.7678 -0.0709 0.7 -0.6 -0.1 0.07
H -0.6517 -1.0915 0.3088 -0.7 -0.5 0.4 0.09
```
Positions in Å, forces in eV/Å.

Highest occupied orbital energy ... -0.814 hartree
M ... 136.7 g/mol
Total charge ... +2
Electronic energy ... -289.9168 hartree
HOMO-LUMO gap ... 8.41 eV